Computed, not measured: a 2-piece molecular cluster, C2H7NS overall at a distorted geometry, with the ωB97M-V functional and the def2-TZVPD basis.

Each atom is followed by the atoms it is bonded to, with distances in Å.
Positions of all 11 atoms, in Å:
1 S -0.8977 -1.2787 2.8081  H2 1.352
2 H -1.6935 -2.3561 2.9890  S1 1.352
3 C 0.5137 0.9052 -0.4328  C4 1.309, N5 1.486, H6 1.076
4 C -0.4846 1.3524 -1.1515  C3 1.309, H7 1.083, H8 1.084
5 N 0.7425 -0.5620 -0.3822  C3 1.486, H9 1.042, H10 1.015, H11 1.021
6 H 1.3392 1.4617 -0.0253  C3 1.076
7 H -0.6760 2.4152 -1.2360  C4 1.083
8 H -1.2899 0.7895 -1.6102  C4 1.084
9 H 0.3267 -0.8914 0.5150  N5 1.042
10 H 0.3964 -1.0199 -1.2195  N5 1.015
11 H 1.7233 -0.8158 -0.2545  N5 1.021

Values from the calculation:
* total charge: 0
* Kohn-Sham gap: 5.887 eV
* lowest unoccupied orbital energy: -0.35 eV

So, what does the Löwdin scheme give us? The charges, in e, come out as: number 1, S, carries -0.248; number 2, H, carries -0.438; number 3, C, carries -0.140; number 4, C, carries 0.056; number 5, N, carries 0.166; number 6, H, carries 0.119; number 7, H, carries 0.077; number 8, H, carries 0.084; number 9, H, carries 0.006; number 10, H, carries 0.157; number 11, H, carries 0.160

---

Computed, not measured: a 2-piece molecular cluster, C2H7NS overall at a distorted geometry, with the ωB97M-V functional and the def2-TZVPD basis.

Each atom is followed by the atoms it is bonded to, with distances in Å.
Positions of all 11 atoms, in Å:
1 S 0.4513 1.7125 -1.5107  H2 1.339, H11 1.330
2 H 1.5648 1.3680 -2.1708  S1 1.339
3 C -0.5607 -1.2781 0.7322  C4 1.399, N5 1.309, H6 1.085
4 C 0.2070 -2.3344 1.2355  C3 1.399, H7 1.083, H8 1.086
5 N -0.6839 -0.1242 1.3377  C3 1.309, H9 1.019, H10 1.018
6 H -1.0323 -1.3398 -0.2435  C3 1.085
7 H -0.0577 -3.3320 0.9061  C4 1.083
8 H 0.6929 -2.2566 2.2041  C4 1.086
9 H -0.3942 -0.0734 2.3133  N5 1.019
10 H -1.5153 0.4331 1.1501  N5 1.018
11 H 0.4486 0.5373 -0.8873  S1 1.330

Values from the calculation:
* multiplicity: 2
* total charge: +1
* Kohn-Sham gap (alpha / beta): 8.503 / 5.162 eV
* lowest unoccupied orbital energy (alpha / beta): -4.66 / -7.99 eV

So, what does the Löwdin scheme give us? The charges, in e, come out as: number 1, S, carries 0.524; number 2, H, carries -0.191; number 3, C, carries -0.142; number 4, C, carries 0.217; number 5, N, carries 0.214; number 6, H, carries 0.149; number 7, H, carries 0.104; number 8, H, carries 0.104; number 9, H, carries 0.159; number 10, H, carries 0.162; number 11, H, carries -0.300

---

Values of energy relative to the best compared isomer or geometry (same formula, charge and spin), in order: 62.6; 10.3, all in kcal per mole.